Entry 1:
The following is a DFT calculation (the ωB97M-V functional and the def2-TZVPD basis) of 7 unconnected molecules or ions with the total composition C4H20NO9 at a distorted geometry.

Values from the calculation:
Gap between HOMO and LUMO: 8.11 eV
E_LUMO: 3.057 eV
Energy relative to the best compared isomer or geometry (same formula, charge and spin): 82.6 kcal/mol
Total energy: -24391.18040 eV
Total charge: -1
Spin multiplicity: 1

```
34
Properties=species:S:1:pos:R:3:forces:R:3
O 1.868 -0.155 -0.561 0.5 -0.2 -0.1
C 0.694 0.281 -0.627 -1.9 0.0 0.6
O 0.176 0.955 -1.541 0.5 -0.1 0.4
C -0.328 -0.174 0.542 1.6 -0.8 -2.9
C -0.784 -1.598 0.045 -0.5 1.6 -1.3
C -1.981 -1.469 -0.964 3.0 0.9 0.5
O -2.953 -0.657 -0.389 -1.5 0.2 0.5
N 0.314 -0.415 1.763 1.0 -2.6 1.6
H 1.374 2.094 0.752 0.4 -0.3 0.7
H -1.175 0.500 0.486 0.5 0.4 0.9
H 0.172 -1.998 -0.378 -1.2 -0.6 0.6
H -1.223 -2.017 0.932 0.4 -1.1 0.4
H -2.307 -2.434 -1.281 -0.8 -0.7 0.1
H -1.588 -0.955 -1.827 0.1 0.1 -0.7
H 1.292 -0.757 1.690 -1.3 0.1 -0.6
H 0.386 0.243 2.474 -0.4 1.9 0.6
H 3.335 -1.515 1.163 -0.1 0.0 -0.6
H 3.660 -3.024 1.093 0.0 -0.6 -1.0
O 3.541 -2.297 1.676 0.0 0.7 1.4
H -1.857 -0.211 3.837 0.5 0.4 0.7
H -1.646 -1.211 2.684 -1.0 1.6 0.8
O -2.289 -0.519 3.056 0.4 -1.9 -1.5
H -3.342 2.877 0.215 -0.2 0.8 1.7
H -2.293 2.077 0.114 0.7 0.5 2.1
O -2.646 2.642 0.887 -0.5 -1.2 -4.0
H -2.600 -0.200 0.392 -0.4 -0.5 -0.3
H 3.570 0.352 -3.354 1.9 2.3 -0.9
O 3.015 -0.341 -3.149 -1.8 -1.9 0.8
H 2.344 0.929 0.852 -0.8 0.9 0.7
H 2.532 -0.015 -2.361 0.0 -0.5 0.1
O 1.890 1.609 1.431 1.0 0.7 -1.1
H 0.166 1.932 -3.177 0.9 -1.1 0.9
H -0.776 3.058 -2.909 -0.1 0.2 0.5
O -0.540 2.413 -3.566 -1.0 1.0 -1.7
```
Positions in Å, forces in eV/Å.

Entry 2:
The following is a DFT calculation (the ωB97M-V functional and the def2-TZVPD basis) of 5 unconnected molecules or ions with the total composition C4H21N2O5 at a distorted geometry.

Values from the calculation:
Gap between HOMO and LUMO (spin up / spin down): 10.69 / 4.88 eV
E_LUMO (spin up / spin down): -6.318 / -12.128 eV
Energy relative to the best compared isomer or geometry (same formula, charge and spin): 22.7 kcal/mol
Total energy: -17686.73517 eV
Total charge: +2
⟨S²⟩: 0.755
Spin multiplicity: 2

```
32
Properties=species:S:1:pos:R:3:forces:R:3
N -0.104 0.942 -0.923 -2.8 -1.9 1.2
C 0.803 0.357 0.076 1.4 -0.3 0.1
C 1.389 -0.960 -0.503 0.8 -0.5 0.9
C 2.668 -0.788 -1.405 -3.1 -4.1 -0.5
O 0.285 -1.653 -1.037 -0.2 -0.5 -1.1
C 0.162 0.060 1.536 -2.2 -0.7 -2.2
N -0.036 1.217 2.295 -1.2 -0.9 0.9
H 0.471 1.340 -1.610 0.7 1.4 -1.5
H -0.745 0.200 -1.469 1.0 1.4 1.3
H -0.690 1.624 -0.395 -0.3 0.3 -1.4
H 1.612 1.109 0.264 -0.6 -0.7 -0.2
H 1.655 -1.512 0.403 0.7 -0.1 -0.2
H 2.427 -0.326 -2.336 0.2 0.6 -0.6
H 3.388 -0.380 -0.820 2.3 1.7 1.4
H 3.038 -1.868 -1.636 -0.7 1.8 0.3
H 0.533 -2.440 -1.585 -0.1 1.0 0.7
H 0.911 -0.532 1.993 0.8 -0.4 0.6
H -0.801 -0.568 1.394 1.2 1.3 0.2
H 0.591 1.294 3.066 1.4 0.3 0.5
H -0.935 1.558 2.637 -0.5 0.2 -1.0
H -2.393 -1.269 -2.621 -0.5 -4.4 1.2
H -3.446 -0.016 -2.468 2.3 -2.1 -0.7
O -2.549 -0.403 -2.775 -1.5 6.9 -0.5
H 2.307 1.090 3.935 1.2 1.9 1.6
H 2.810 -0.350 3.904 3.0 -2.7 2.1
O 2.247 0.252 3.560 -3.8 1.1 -3.5
H -2.861 2.614 -1.160 0.4 0.5 0.7
H -2.586 3.597 0.023 -0.7 0.9 0.4
O -2.204 2.908 -0.493 0.5 -1.7 -1.0
H -2.049 -1.891 -0.322 0.3 -0.5 0.1
H -3.023 -3.139 -0.758 0.7 4.1 0.2
O -2.877 -2.066 -0.769 -1.0 -4.1 -0.1
```
Positions in Å, forces in eV/Å.

Entry 3:
The following is a DFT calculation (the ωB97M-V functional and the def2-TZVPD basis) of 8 unconnected molecules or ions with the total composition C4H21N2O7 at a distorted geometry.

Values from the calculation:
Gap between HOMO and LUMO (spin up / spin down): 2.46 / 9.80 eV
E_LUMO (spin up / spin down): 0.194 / 0.070 eV
Energy relative to the best compared isomer or geometry (same formula, charge and spin): 0.0 kcal/mol
Total energy: -21797.89127 eV
Total charge: 0
⟨S²⟩: 0.750
Spin multiplicity: 2

```
34
Properties=species:S:1:pos:R:3:forces:R:3
C 2.921 -0.232 -1.379 1.6 -1.5 1.1
C 1.613 -0.064 -0.702 1.0 -0.4 -1.0
C 0.921 1.049 -0.531 -4.1 1.0 2.2
N -0.285 0.648 0.127 1.2 -2.9 -0.9
C -0.293 -0.694 0.278 0.9 1.9 -1.0
N 0.848 -1.150 -0.277 -0.5 2.3 0.5
H 3.325 0.686 -1.810 -0.3 -0.2 0.1
H 2.836 -1.027 -2.134 0.1 0.4 -0.1
H 3.719 -0.646 -0.655 -1.2 0.7 -0.9
H 0.838 2.121 -0.553 1.5 0.2 -0.9
H -1.163 1.124 0.246 -0.1 0.8 -0.1
H -1.136 -1.171 0.735 0.3 -0.7 -0.2
H 1.279 -2.030 -0.242 0.1 -2.0 0.4
H -0.541 -1.106 -5.161 -0.3 0.1 -0.3
H 0.512 -0.748 -4.181 -0.3 0.6 -0.2
O -0.249 -0.345 -4.648 0.9 -0.6 0.3
H -0.944 2.223 2.559 0.5 -0.7 0.0
H -1.060 0.581 2.482 0.4 0.9 0.2
O -1.498 1.452 2.343 -1.0 0.0 0.1
H -1.074 -0.507 -3.080 -0.3 0.1 0.0
H -2.363 -0.955 -2.360 0.4 0.1 0.0
O -1.408 -0.847 -2.236 -0.5 -0.2 0.1
H -1.540 -0.844 3.406 -0.4 -0.3 0.5
H -0.152 -1.511 3.581 -0.5 0.5 -0.9
O -0.766 -1.103 2.887 0.8 -0.5 0.8
H 2.981 -3.991 -0.386 0.3 -0.2 0.1
H 2.195 -4.376 0.892 0.1 0.1 0.0
O 2.112 -3.974 0.017 -0.4 0.3 -0.1
H -3.902 1.792 0.125 0.2 -0.2 1.0
H -2.514 1.865 1.168 -1.5 -0.4 0.1
O -2.987 2.015 0.304 1.1 0.6 -1.0
H -0.184 3.514 3.929 0.9 0.3 -0.1
H 1.061 3.698 2.861 -0.3 0.0 0.8
O 0.168 3.374 3.038 -0.4 0.0 -0.4
```
Positions in Å, forces in eV/Å.

Entry 4:
The following is a DFT calculation (the ωB97M-V functional and the def2-TZVPD basis) of 7 unconnected molecules or ions with the total composition C4H21N2O8 at a distorted geometry.

Values from the calculation:
Gap between HOMO and LUMO (spin up / spin down): 9.75 / 4.72 eV
E_LUMO (spin up / spin down): -0.072 / -4.884 eV
Energy relative to the best compared isomer or geometry (same formula, charge and spin): 62.9 kcal/mol
Total energy: -23843.96737 eV
Total charge: 0
⟨S²⟩: 0.756
Spin multiplicity: 2

```
35
Properties=species:S:1:pos:R:3:forces:R:3
C -1.527 1.173 0.507 2.6 -2.5 -1.7
N -1.562 -0.060 -0.338 -3.0 2.4 1.0
C -2.137 0.182 -1.673 2.8 -1.9 -1.6
O -1.197 0.810 -2.487 0.7 -0.7 -0.2
C -0.475 2.093 -0.170 0.4 0.5 -0.9
N 0.579 2.523 0.743 -0.6 -0.9 -0.9
C 0.423 3.339 1.817 1.8 0.6 1.2
O 1.277 3.671 2.639 -0.7 -0.9 -1.2
H -2.441 1.693 0.616 -1.3 0.0 0.0
H -1.083 0.802 1.374 0.1 -0.2 2.0
H -1.865 -0.910 0.150 0.8 -0.2 0.0
H -2.964 0.836 -1.606 -1.2 0.5 0.4
H -2.342 -0.815 -2.079 -0.6 0.1 0.1
H -1.150 2.924 -0.583 1.8 -0.8 0.0
H 0.052 1.401 -0.951 -1.0 2.3 1.3
H 1.388 1.924 0.540 0.4 0.7 0.6
H -0.547 3.785 1.946 -1.1 0.1 -0.4
H 0.689 -1.363 -2.145 1.1 0.9 -0.8
H 0.677 -1.538 -0.259 -2.2 0.3 2.6
O 1.221 -1.788 -0.946 1.1 0.5 -2.7
H 0.923 -1.538 -3.730 -0.2 0.3 -0.5
H -0.384 0.168 -2.766 -1.5 0.5 -0.1
O 0.704 -0.802 -3.153 -0.5 -1.0 1.7
H 1.804 -2.087 1.595 -0.1 0.8 0.4
H 1.478 -0.582 1.802 0.4 -0.1 -0.2
O 1.282 -1.466 2.137 -0.2 -0.3 -0.1
H 3.155 0.417 -0.727 4.5 -0.1 -1.9
H 1.835 -0.404 -0.724 1.1 0.4 0.1
O 2.335 0.443 -0.389 -5.3 -0.1 2.0
H -0.741 -1.294 3.093 -0.6 -0.3 -0.4
H -2.159 -0.781 3.543 1.1 -1.5 -1.6
O -1.691 -1.363 2.846 -0.4 1.8 1.7
H 1.691 -3.840 -0.961 0.1 0.6 -0.4
H 1.401 -3.367 0.480 -0.3 -2.5 -2.2
O 1.352 -4.185 -0.143 0.1 0.8 2.7
```
Positions in Å, forces in eV/Å.

Entry 5:
The following is a DFT calculation (the ωB97M-V functional and the def2-TZVPD basis) of 8 unconnected molecules or ions with the total composition C4H21NO10 at a distorted geometry.

Values from the calculation:
Gap between HOMO and LUMO: 9.88 eV
E_LUMO: 0.301 eV
SMILES string: N[C@H](CC=O)C(=O)O.O.O.O.O.O.O.O
Energy relative to the best compared isomer or geometry (same formula, charge and spin): 24.6 kcal/mol
Total energy: -26453.44882 eV
Total charge: 0
Spin multiplicity: 1

```
36
Properties=species:S:1:pos:R:3:forces:R:3
O 0.717 -1.390 -2.234 -0.1 0.4 0.3
C 0.653 -1.889 -1.142 -0.4 0.4 -0.8
O 0.772 -3.243 -1.010 -0.3 -0.2 0.9
C 0.423 -1.138 0.225 2.6 -2.6 -0.4
C -0.940 -1.438 0.766 -2.6 -1.4 0.8
C -1.690 -0.090 1.234 1.9 -5.0 -2.2
O -1.678 0.861 0.556 -0.2 2.6 -1.4
N 1.558 -1.612 1.097 -0.8 3.0 0.7
H 0.780 -3.758 -1.845 0.1 1.1 0.4
H 0.638 -0.088 0.159 -0.4 0.5 -0.8
H -1.597 -2.015 -0.021 0.8 1.7 1.1
H -0.972 -2.260 1.582 0.5 1.6 -0.8
H -2.226 -0.189 2.097 -1.7 0.0 2.7
H 1.804 -2.546 0.926 0.6 -1.2 -0.3
H 2.336 -0.917 1.018 -0.7 -1.2 0.0
H 0.731 0.345 4.119 -0.4 0.1 -0.1
H 0.310 -0.783 3.226 -0.2 0.1 0.0
O -0.060 0.009 3.662 0.8 -0.7 -0.1
H -0.892 2.754 2.665 -0.4 -0.2 0.3
H -0.214 1.274 2.472 -0.1 2.3 0.3
O -0.179 2.269 2.259 0.8 -1.3 -0.1
H 1.069 2.837 -0.442 -1.3 -0.8 -2.5
H 0.843 2.904 1.033 -0.3 0.1 0.3
O 1.445 3.175 0.324 1.7 1.1 2.2
H -2.387 -2.554 -2.640 -0.2 1.1 0.5
H -2.065 -1.046 -2.340 0.0 0.2 -0.5
O -2.639 -1.781 -2.084 0.1 -1.2 -0.2
H -0.944 2.010 -0.512 0.6 0.9 -1.9
H -0.997 3.233 -1.601 0.7 -1.4 0.5
O -0.531 2.379 -1.375 -1.5 0.5 1.2
H 4.025 1.733 0.615 1.6 0.5 -0.4
H 2.565 1.993 0.715 0.5 -0.7 0.1
O 3.253 1.275 0.872 -1.9 -0.1 0.3
H -1.127 1.146 -2.534 0.6 0.1 -0.3
H -0.741 0.348 -3.789 4.3 -2.0 -2.2
O -1.415 0.718 -3.355 -4.8 1.7 2.4
```
Positions in Å, forces in eV/Å.

Entry 6:
The following is a DFT calculation (the ωB97M-V functional and the def2-TZVPD basis) of 6 unconnected molecules or ions with the total composition C4H22N2O5 at a distorted geometry.

Values from the calculation:
Gap between HOMO and LUMO: 10.85 eV
E_LUMO: -5.920 eV
Energy relative to the best compared isomer or geometry (same formula, charge and spin): 37.9 kcal/mol
Total energy: -17706.37501 eV
Total charge: +2
Spin multiplicity: 1

```
33
Properties=species:S:1:pos:R:3:forces:R:3
C -0.267 0.965 0.628 1.3 -1.2 -2.0
C 0.437 0.522 -0.717 -0.7 2.1 -0.1
C 1.676 -0.326 -0.539 -2.4 0.4 -0.8
C 1.815 -1.078 0.534 0.0 0.3 0.7
N 2.341 -0.475 -1.850 0.9 -0.3 -0.1
N -1.269 -0.078 1.059 0.8 1.6 1.7
H 0.586 0.956 1.302 -0.4 0.1 0.6
H -0.740 1.930 0.706 -0.2 0.3 -0.6
H -0.196 0.206 -1.545 -0.8 -1.4 0.5
H 0.629 1.405 -1.325 0.9 0.8 0.7
H 2.613 -1.767 0.755 0.1 -0.2 -0.1
H 1.043 -0.918 1.327 1.3 -0.4 -0.6
H 1.847 -1.227 -2.344 0.6 -0.6 0.2
H 3.363 -0.625 -1.719 -0.8 -0.4 -0.5
H 2.218 0.303 -2.584 0.2 0.5 1.2
H -1.118 -0.993 0.615 -0.5 0.2 0.6
H -1.083 -0.076 2.087 -0.6 -1.2 -0.7
H -2.226 0.293 0.989 0.0 -0.4 -0.6
H -3.223 2.909 -0.762 -0.2 0.1 0.0
H -4.242 2.674 0.369 0.1 0.1 -0.1
O -3.313 2.563 0.131 0.3 -0.4 0.1
H 1.500 0.632 4.734 -0.5 0.2 1.1
H 0.341 -0.404 5.352 0.3 1.0 0.6
O 1.019 -0.194 4.710 0.1 -1.2 -1.8
H -1.400 -2.604 -2.969 0.3 0.1 0.2
H -1.299 -1.444 -3.904 0.2 0.2 0.0
O -0.934 -1.759 -3.066 -0.3 -0.2 -0.1
H -1.820 -2.558 3.235 0.6 0.7 0.0
H -2.822 -2.931 2.318 -0.2 0.6 -0.8
O -2.177 -2.202 2.404 -0.4 -1.4 0.8
H 2.288 2.436 -2.581 0.1 0.3 -0.3
H 2.393 2.073 -4.099 0.0 0.1 0.1
O 2.024 1.792 -3.249 0.0 -0.2 0.0
```
Positions in Å, forces in eV/Å.

Entry 7:
The following is a DFT calculation (the ωB97M-V functional and the def2-TZVPD basis) of 6 unconnected molecules or ions with the total composition C4H22N3O5 at a distorted geometry.

Values from the calculation:
Gap between HOMO and LUMO (spin up / spin down): 2.79 / 8.34 eV
E_LUMO (spin up / spin down): 0.538 / 0.319 eV
Total energy: -19206.66141 eV
Total charge: 0
⟨S²⟩: 0.751
Spin multiplicity: 2

```
34
Properties=species:S:1:pos:R:3:forces:R:3
C 1.878 1.316 -0.080 4.9 3.6 -0.3
C 1.264 1.736 -1.461 2.0 -2.0 -1.2
C 0.277 0.594 -1.580 -0.1 -1.6 -2.5
C 0.401 -0.615 -2.285 -1.9 2.1 2.9
N -0.457 -1.714 -1.993 -0.2 4.8 1.1
N -0.910 0.903 -0.778 -2.4 -0.2 -2.8
N 3.184 0.443 -0.195 -3.1 0.6 0.3
H 1.167 0.944 0.621 -0.4 -0.6 0.3
H 2.302 2.325 0.346 -0.9 -1.6 -0.2
H 2.061 1.695 -2.301 -0.9 -0.6 1.4
H 0.995 2.800 -1.668 -0.8 -0.9 1.1
H 1.157 -0.878 -2.984 0.8 0.6 -0.4
H -0.643 -1.790 -1.011 -0.3 -0.7 0.2
H -0.220 -2.457 -2.511 0.7 -3.6 -1.6
H -0.815 1.298 0.177 -0.1 -1.1 0.1
H -1.769 0.148 -0.806 2.2 2.1 0.2
H -1.354 1.805 -1.267 0.3 -1.4 0.6
H 3.417 0.206 -1.159 0.5 0.2 1.0
H 3.821 0.505 0.612 -0.4 0.0 -1.5
H -3.635 -0.943 -0.344 -0.4 -1.0 0.3
H -4.482 0.171 -1.112 1.4 -0.6 0.7
O -3.599 -0.067 -0.702 -0.9 1.4 -0.9
H -1.172 1.350 2.253 -0.3 -0.5 -0.1
H -2.312 0.367 1.710 1.3 2.0 -0.6
O -1.772 1.214 1.490 -2.0 -1.5 0.8
H -0.358 0.934 4.176 0.0 0.0 0.0
H -0.411 2.363 3.592 0.0 0.7 0.4
O -0.183 1.461 3.385 0.9 -0.4 0.5
H 1.780 -2.888 1.801 -0.5 0.3 -1.2
H 2.094 -2.512 0.299 -0.7 0.0 0.7
O 1.355 -2.717 0.919 1.5 -0.2 0.4
H -1.365 -3.311 0.702 -0.5 1.7 1.2
H -0.381 -2.276 0.979 0.7 0.6 0.5
O -1.314 -2.411 1.176 -0.5 -2.2 -1.5
```
Positions in Å, forces in eV/Å.

Entry 8:
The following is a DFT calculation (the ωB97M-V functional and the def2-TZVPD basis) of 7 unconnected molecules or ions with the total composition C4H23N2O8 at a distorted geometry.

Values from the calculation:
Gap between HOMO and LUMO (spin up / spin down): 9.09 / 4.54 eV
E_LUMO (spin up / spin down): -7.849 / -12.393 eV
Energy relative to the best compared isomer or geometry (same formula, charge and spin): 0.0 kcal/mol
Total energy: -23863.29980 eV
Total charge: +2
⟨S²⟩: 0.755
Spin multiplicity: 2

```
37
Properties=species:S:1:pos:R:3:forces:R:3
N -0.094 -1.032 0.299 -1.9 1.3 0.7
C -0.990 -0.251 1.407 2.7 -0.6 -3.6
C -1.641 0.789 0.515 -2.5 2.1 1.3
C -2.794 1.570 1.235 0.8 -0.6 -0.5
O -2.200 0.079 -0.549 0.6 -0.6 0.0
C 0.076 0.324 2.340 -1.1 -0.2 0.5
N 0.017 1.449 2.974 0.7 0.6 0.8
O 0.927 -0.568 2.620 0.2 0.0 0.5
H -0.576 -1.892 0.046 0.6 -0.4 0.1
H 0.865 -1.126 0.604 0.4 -0.8 -0.4
H -0.113 -0.456 -0.561 0.2 0.0 -0.2
H -1.601 -1.033 1.837 -0.3 0.3 0.6
H -0.930 1.570 0.232 0.4 -0.5 -0.5
H -3.349 0.884 1.872 -0.2 0.3 0.2
H -3.441 1.929 0.439 -0.2 0.0 0.1
H -2.444 2.474 1.730 0.0 -0.2 0.4
H -2.793 0.654 -1.043 0.0 0.0 -0.1
H -0.368 2.330 2.653 -0.6 -0.4 -0.4
H 0.602 1.574 3.798 0.3 -0.1 -0.2
H 2.490 1.108 0.248 0.2 0.4 -0.1
H 1.350 1.896 -0.492 0.0 0.1 -0.2
O 1.543 1.212 0.165 -0.6 -0.1 0.4
H 3.611 -0.958 1.134 0.3 -0.1 -0.1
H 3.514 -0.447 -0.319 0.3 -0.2 -0.2
O 3.303 -1.194 0.250 -0.5 0.1 0.2
H -0.316 2.606 -2.656 0.0 0.4 -0.1
H -0.628 3.711 -1.548 0.0 0.2 -0.6
O -0.415 2.792 -1.718 0.1 -0.6 1.0
H 1.313 -3.085 -2.455 0.1 0.3 0.2
H 0.108 -3.336 -3.252 -0.4 0.3 -0.3
O 0.557 -2.602 -2.811 0.2 -0.8 -0.1
H 1.249 -3.946 0.558 0.5 -1.1 0.7
H 2.207 -3.072 -0.325 0.4 -0.2 0.5
O 1.296 -3.299 -0.122 -0.6 1.0 -0.9
H 0.386 -0.824 -3.021 0.1 0.1 0.0
H -0.785 0.098 -3.272 0.0 0.1 0.0
O 0.064 0.075 -2.814 -0.1 -0.2 0.2
```
Positions in Å, forces in eV/Å.

> Look up the spin multiplicity of the sixth one.

1